A structure of composition C22H35BrHfO2P2. Source: the Open Molecules 2025 dataset; level of theory: wB97M-V/def2-TZVPD.

Each line ends with the natural charge from an NBO analysis.
Atoms and positions in Å:
1 P 0.30 -1.91 0.37  0.51
2 P 0.01 1.17 0.48  0.46
3 C -0.07 -1.03 -1.22  -0.67
4 C 0.47 0.41 -1.16  -0.65
5 H -1.16 -1.02 -1.33  0.25
6 H 0.34 -1.58 -2.08  0.30
7 H 1.57 0.40 -1.20  0.25
8 H 0.11 1.01 -2.00  0.30
9 C -1.63 1.92 0.14  -0.86
10 H -1.90 2.56 0.99  0.28
11 H -2.38 1.13 0.07  0.26
12 H -1.63 2.51 -0.78  0.28
13 C 1.09 2.65 0.56  -0.86
14 H 1.05 3.25 -0.36  0.28
15 H 2.12 2.33 0.75  0.26
16 H 0.77 3.27 1.41  0.28
17 C -0.77 -3.40 0.29  -0.87
18 H -0.54 -4.12 1.08  0.28
19 H -0.65 -3.87 -0.69  0.28
20 H -1.82 -3.08 0.39  0.26
21 C 1.97 -2.63 0.08  -0.87
22 H 2.72 -1.83 0.12  0.25
23 H 2.03 -3.15 -0.88  0.29
24 H 2.19 -3.34 0.89  0.28
25 Hf 0.11 -0.43 2.08  2.57
26 C 0.68 1.34 -5.20  -0.19
27 C -0.63 1.38 -4.95  -0.19
28 C -1.76 0.56 -5.53  -0.44
29 C -1.38 -0.76 -6.23  -0.45
30 C -0.66 -1.73 -5.33  -0.18
31 C 0.65 -1.79 -5.04  -0.19
32 C 1.79 -0.94 -5.51  -0.43
33 C 1.44 0.43 -6.14  -0.45
34 C 0.15 -1.92 3.58  -1.44
35 H 1.30 2.03 -4.63  0.19
36 H -0.96 2.12 -4.22  0.18
37 H -2.33 1.18 -6.23  0.24
38 H -2.45 0.32 -4.71  0.20
39 H -2.31 -1.23 -6.57  0.23
40 H -0.80 -0.55 -7.14  0.22
41 H -1.30 -2.46 -4.83  0.20
42 H 0.95 -2.58 -4.34  0.18
43 H 2.40 -1.51 -6.23  0.24
44 H 2.45 -0.76 -4.65  0.19
45 H 2.38 0.92 -6.41  0.23
46 H 0.90 0.28 -7.08  0.22
47 H 0.81 -1.61 4.40  0.31
48 H 0.46 -2.91 3.24  0.25
49 H -0.87 -2.02 4.00  0.33
50 Br 2.08 2.53 5.43  0.08
51 C 0.64 2.00 6.59  -0.03
52 C 0.77 2.36 7.94  -0.24
53 C -0.22 2.02 8.86  -0.13
54 C -1.35 1.33 8.44  -0.21
55 C -1.50 0.97 7.10  -0.13
56 C -0.50 1.30 6.15  -0.19
57 C -0.69 0.82 4.75  0.79
58 O -1.81 0.21 4.43  -0.64
59 O 0.29 0.82 3.88  -0.85
60 H 1.65 2.90 8.28  0.25
61 H -0.10 2.29 9.90  0.24
62 H -2.11 1.05 9.16  0.24
63 H -2.38 0.42 6.82  0.25

Summary:
max |F|: 16.26 eV Å⁻¹
E_LUMO: -9.2738 eV
total charge: +2
frontier orbital gap: 0.1575 Ha